Computed, not measured: 2 unconnected molecules or ions with the total composition C2H5NO3, with the ωB97M-V functional and the def2-TZVPD basis.

```
! wB97M-V def2-TZVPD RIJCOSX def2/J DEFGRID3
* xyz 0 1
O 0.7117 -2.7232 2.2598
O 0.5741 1.5669 -1.1486
O -1.4988 2.6295 -1.1631
N -0.0477 -1.4503 0.5139
C 0.8747 -1.9916 1.3766
C -0.6835 1.8472 -1.6200
H 0.4696 2.1425 -0.3534
H -0.9185 1.3983 -2.5975
H 1.8517 -1.5065 1.1548
H 0.3852 -0.9696 -0.3137
H -0.8972 -1.8321 0.3876
*
```

## Properties
- Kohn-Sham gap (eV) = 10.75
- LUMO energy (eV) = 0.517
- SMILES = NC=O.O=CO
- E (hartree) = -359.67811
- energy relative to the best compared isomer or geometry (same formula, charge and spin) (kJ/mol) = 81.9

Computed, not measured: a molecular structure, C18H36FeO10S4, with the ωB97M-V functional and the def2-TZVPD basis.

```
! wB97M-V def2-TZVPD RIJCOSX def2/J DEFGRID3
* xyz 1 6
Fe 8.5782 12.8926 10.9112
S 7.4561 10.2581 8.8960
S 11.3317 12.0295 9.2477
S 7.8489 10.8435 13.5239
S 10.5631 14.3971 13.3747
O 11.6781 10.8439 8.4571
O 8.4604 14.3770 9.7296
O 8.4239 11.5604 14.6108
O 9.6709 13.6290 12.5328
O 11.9165 14.4965 12.9299
O 10.2961 11.9434 10.2983
O 6.3307 10.0412 9.8169
O 8.3977 11.0052 12.1752
O 7.0293 13.4308 11.6384
O 8.1486 11.5391 9.1021
C 6.0704 11.1540 13.4090
C 6.5239 14.6755 11.1812
C 8.6074 15.5684 14.5537
C 12.5175 14.0328 8.3040
C 10.3968 13.8255 15.0486
C 11.0533 13.4678 8.2545
C 9.7765 15.9514 13.6615
C 9.0407 14.3474 15.4422
C 7.7259 9.1120 6.5587
C 6.2916 8.7758 13.7333
C 8.6668 8.9232 8.8918
C 7.1209 14.8991 9.8017
C 5.4365 9.9830 14.1597
C 12.9532 13.9653 9.7447
C 12.7779 12.5193 10.1522
C 8.3802 8.1574 7.6128
C 6.8230 10.0865 7.2087
C 7.7841 9.1708 13.9408
H 6.4580 14.4123 9.0813
H 13.9804 14.2258 9.9134
H 9.2619 7.8242 7.0571
H 7.2393 8.4576 5.8539
H 10.5156 16.6840 13.9543
H 8.2470 16.4190 15.1566
H 5.7039 10.1906 15.2112
H 12.2753 14.5009 10.3454
H 6.6454 11.0879 6.7554
H 9.0729 14.6809 16.4664
H 7.1766 15.9787 9.5051
H 5.8221 9.6944 7.4322
H 10.3230 14.0878 8.7329
H 6.2083 8.5543 12.7061
H 12.5560 12.3888 11.2252
H 8.1868 9.0715 14.9256
H 7.8035 15.2133 13.9846
H 11.1401 14.3729 15.5600
H 6.7982 15.5214 11.7920
H 6.1234 7.8972 14.3387
H 4.3553 9.8917 14.0180
H 7.7717 7.2458 7.7385
H 5.9620 12.1157 13.8970
H 13.2223 13.3761 7.7764
H 5.4651 14.5832 11.2090
H 13.5299 11.6976 9.8908
H 8.6062 9.6512 6.0621
H 10.4736 12.7652 15.1077
H 9.4094 16.2437 12.6829
H 10.7816 13.1381 7.2166
H 9.6417 9.4060 8.8985
H 5.7549 11.1746 12.4125
H 8.6138 8.4458 9.8632
H 8.4498 8.6072 13.2942
H 12.5040 15.0253 7.9066
H 8.4034 13.5184 15.3251
*
```

## Properties
- Kohn-Sham gap (spin up / spin down) (eV) = 10.14 / 8.80
- LUMO energy (spin up / spin down) (eV) = -1.685 / -2.893
- ⟨S²⟩ = 8.7607
- E (hartree) = -4316.05385

Computed, not measured: a molecular structure, C26H25AuN6O, with the ωB97M-V functional and the def2-TZVPD basis.

```
! wB97M-V def2-TZVPD RIJCOSX def2/J DEFGRID3
* xyz 2 3
Au 0.0476 0.1688 0.0244
O -1.9424 -1.3508 0.1513
N 0.1642 0.0413 2.1290
N 0.1619 0.0995 -2.0885
N 2.2355 -0.0301 0.0274
N -1.8764 1.3673 0.0391
N 1.3094 0.0977 2.8232
N 1.2846 -0.0996 -2.7947
C -4.1431 2.9383 0.0270
C 4.1456 1.2568 0.6898
C 4.4346 2.0488 2.9447
C -3.1796 -0.7095 -0.0897
C 4.8743 1.9476 1.6199
C 2.8953 -0.6665 -0.9717
C -0.7414 0.6108 -2.9157
C -2.8832 3.5224 0.0684
C -1.7785 2.6952 0.0750
C 2.4785 0.7140 2.3540
C -3.0730 0.7929 -0.0013
C 2.4311 -0.7578 -2.3137
C 4.8247 -2.0323 -1.6048
C 2.9289 0.6024 1.0098
C 1.1124 -0.3812 4.0725
C 5.1128 -2.8495 -3.9787
C 3.1727 -1.4782 -3.2397
C 3.2319 1.4240 3.2761
C -4.2380 1.5598 -0.0077
C 4.3754 -2.1099 -2.9280
C -0.7598 -0.4715 2.9266
C 4.1048 -1.3439 -0.6654
C 5.1655 2.8366 3.9646
C -0.2059 -0.7605 4.1734
C -0.1970 0.7562 -4.1886
C 1.0948 0.2974 -4.0730
H -2.7639 4.5937 0.0909
H -1.7641 -0.6053 2.5809
H 4.4701 1.2335 -0.3408
H -0.7777 3.0969 0.1007
H -0.6806 1.1454 -5.0597
H -5.0342 3.5497 0.0169
H 1.8680 0.2665 -4.8125
H 5.7826 2.4452 1.3136
H -1.9870 -2.2574 -0.1725
H 6.1932 3.0277 3.6723
H 5.0690 -2.3161 -4.9259
H 6.1512 -3.0133 -3.7084
H 4.4345 -1.3291 0.3638
H -3.5530 -0.9611 -1.0915
H -0.7027 -1.1880 5.0189
H -1.7288 0.8460 -2.5722
H -3.9286 -1.0526 0.6385
H 1.8999 -0.4471 4.7951
H -5.1991 1.0740 -0.0483
H 4.6715 3.8001 4.1001
H 5.7341 -2.5351 -1.3138
H 5.1436 2.3335 4.9282
H 2.8104 -1.5664 -4.2516
H 4.6472 -3.8232 -4.1421
H 2.8659 1.5212 4.2863
*
```

## Properties
- Kohn-Sham gap (spin up / spin down) (eV) = 8.50 / 6.36
- LUMO energy (spin up / spin down) (eV) = -4.958 / -7.742
- ⟨S²⟩ = 2.0477
- E (hartree) = -1544.66929

Computed, not measured: a molecular structure, C13H49CaN12O12, with the ωB97M-V functional and the def2-TZVPD basis.

```
! wB97M-V def2-TZVPD RIJCOSX def2/J DEFGRID3
* xyz 1 1
Ca 4.0648 -3.6261 1.3484
O -6.6572 -0.4217 -2.2870
O 1.3402 -6.7345 1.3345
O 1.9572 3.9442 7.5478
O -3.3940 -2.8361 5.1155
O 1.1870 -1.5392 -0.1498
O -3.7161 5.0424 -1.5013
O -2.8577 -4.4113 -5.2112
O 2.3108 -3.3011 -6.7785
O 4.5738 1.5351 -5.2920
O -3.3859 3.7245 4.5937
O 5.3129 -0.2496 3.0615
O 4.0986 7.4050 -1.8882
N 2.3570 -2.7361 -4.6457
N -0.4168 -6.4183 -0.0375
N -3.2753 -2.6224 -4.0225
N 5.9398 0.6625 5.0398
N 0.1197 -8.3224 0.4556
N -3.1455 3.1436 -2.5416
N -2.1234 5.0113 -2.9660
N -4.5800 -3.1713 -5.5508
N 2.8362 1.9310 7.5262
N 1.2082 2.4235 6.1660
N 2.2426 -4.8355 -5.0105
N 5.1955 1.9544 3.4321
C -3.5360 -3.4712 -4.9263
C -4.2354 3.4524 3.4837
C -3.1157 -3.9557 4.2855
C 3.0074 6.6147 -1.3738
C 2.2517 -3.6081 -5.5743
C 0.3945 -0.4821 0.3784
C 0.3686 -7.1279 0.6904
C 5.4716 0.6803 3.8100
C 1.9814 2.8248 7.1172
C 5.0841 2.1417 -4.1231
C -6.6621 -0.0441 -0.9514
C -3.0164 4.4288 -2.2632
C 0.7191 0.9752 0.0516
H -1.6494 4.4786 -3.6812
H 2.2556 -1.7893 -4.9823
H 0.5555 -8.9961 1.0690
H 4.7657 2.1791 2.5462
H -3.6815 3.6330 2.5625
H -0.6085 -8.4529 -0.2321
H 4.6229 1.6517 -3.2656
H -4.4231 2.3799 3.4333
H -3.9820 -2.2755 4.6041
H -2.6329 2.9093 -3.3797
H 5.0587 1.9566 -6.0053
H 2.3430 -2.9187 -3.6524
H -5.0752 -2.3682 -5.1905
H -3.9501 -1.8710 -4.0212
H 0.4157 2.9376 5.8086
H 0.1716 1.5365 0.8088
H -2.2159 -4.4951 4.5815
H 1.4379 1.4684 5.9312
H 6.3295 -0.1831 5.4314
H -3.4709 4.6741 4.7056
H 3.5546 2.2446 8.1631
H -1.2634 -6.8122 -0.4225
H 3.4905 5.7001 -1.0299
H -3.9109 -4.7011 4.2724
H 2.2959 -4.8837 -4.0030
H -2.0928 6.0166 -2.8734
H 2.2005 6.4816 -2.0944
H 0.5761 -0.6598 1.4384
H 6.0973 1.7573 -4.0057
H -7.5476 -0.4285 -0.4451
H -5.8118 -0.4587 -0.4099
H -0.1764 -5.4625 -0.2583
H -6.7152 1.0445 -0.9429
H -2.9886 -3.6400 3.2500
H -7.5178 -0.2244 -2.6638
H 4.9850 3.2225 -4.0231
H 0.1796 1.1789 -0.8734
H -2.4344 -2.5941 -3.4638
H 2.2036 -5.6185 -5.6473
H -3.9721 2.6376 -2.2572
H -0.6849 -0.6331 0.3940
H -5.1610 4.0226 3.5639
H -4.8898 -3.7733 -6.3003
H 4.7743 7.5318 -1.2182
H 2.8283 0.9810 7.1834
H 1.7378 1.3613 0.0852
H 5.3806 2.6293 4.1604
H 6.0764 1.5629 5.4765
H 2.6149 7.0820 -0.4706
*
```

## Properties
- Kohn-Sham gap (eV) = 3.77
- LUMO energy (eV) = -6.222
- E (hartree) = -2761.82991
- energy relative to the best compared isomer or geometry (same formula, charge and spin) (kJ/mol) = 1482.3

Computed, not measured: 6 unconnected molecules or ions with the total composition C32H72N3O7S, with the ωB97M-V functional and the def2-TZVPD basis.

```
! wB97M-V def2-TZVPD RIJCOSX def2/J DEFGRID3
* xyz 1 1
S 0.6501 4.9719 2.4674
O -1.3877 -5.7316 -2.2391
O 2.4281 0.0045 -6.3942
O 3.7305 7.3462 8.3195
O -0.8712 -4.5428 4.5586
O 2.1612 3.7775 4.3902
O -1.6237 -0.7582 1.7245
O -4.5055 -3.4334 -5.4092
N 3.1049 5.5489 5.5846
N 2.3624 6.1716 4.6109
N -0.1489 -2.1064 3.0056
C -2.2426 1.8656 -4.1340
C -3.6422 -6.5018 -2.5857
C 4.2505 0.9987 -7.6175
C -2.3779 -1.7569 -1.4027
C -1.4185 2.2687 4.0508
C 1.8703 -0.4988 2.2695
C -1.8387 0.7943 3.5465
C 0.7759 0.8702 -2.3171
C -1.0559 2.4679 -3.2098
C -1.7453 3.3820 2.9092
C 2.9536 9.3840 7.2932
C -3.4517 -4.2130 -5.9625
C 0.4018 1.8173 -3.5819
C -2.3377 -6.7146 -1.8460
C 2.1754 -1.4118 -0.2580
C 1.9093 -0.1585 0.7029
C -0.8040 0.2484 2.4535
C -0.1676 -4.9675 5.7251
C 2.6186 -1.0434 -1.7605
C 3.9444 8.7503 8.2497
C -2.2588 -2.0385 -2.9788
C 1.2963 -5.1917 5.4015
C 2.9995 4.1169 5.4957
C 2.3332 0.4665 -2.2099
C 3.5771 0.8351 -6.2696
C -2.9138 0.5499 -3.4334
C -2.0678 -0.7320 -3.8922
C 0.4081 -0.6938 2.8928
C -1.0289 4.7868 3.3093
C -1.1362 -2.1207 1.8573
C -2.7726 -3.4483 -7.0814
C 1.8092 5.0629 3.9062
H -1.3342 2.2286 -2.1110
H 4.5551 0.0275 -8.0183
H 2.7712 0.5746 -3.2753
H 0.5490 1.5184 -1.3829
H -4.0492 -5.5084 -2.3740
H -3.4841 -6.5578 -3.6656
H 3.5591 1.4390 -8.3404
H -0.6298 -5.8851 6.0991
H -0.2764 -4.1920 6.4861
H -1.0167 3.6223 -3.2524
H 2.4313 0.3316 2.8278
H 0.2550 1.2507 -4.5588
H 1.7501 -4.2732 5.0170
H -2.4863 -6.6478 -0.7630
H 3.7672 -1.1829 -1.8074
H 1.1094 2.7180 -3.6659
H -1.9227 -7.6978 -2.0765
H -1.4036 3.0268 1.8820
H 3.8492 6.9879 7.4275
H 2.9078 1.2362 -1.5685
H -3.8673 -5.1571 -6.3286
H -2.3713 -2.5017 -6.7106
H -0.9460 -0.5320 -4.0348
H -1.6870 5.6977 3.1079
H -0.7783 -5.2383 3.8933
H -0.3011 2.2466 4.3128
H -0.5936 1.0507 1.6649
H 1.9283 9.1872 7.6172
H 2.7228 -0.8530 -6.7282
H 5.1326 1.6383 -7.5384
H -2.4565 -1.0141 -4.9456
H -4.3815 -7.2531 -2.2981
H 0.0951 -0.0483 -2.2191
H 2.7407 0.6269 0.5357
H -1.6096 -1.0190 -0.9883
H -3.4876 -3.2035 -7.8723
H 3.2548 1.8041 -5.8822
H -1.9838 -2.8872 2.0227
H -3.0807 2.6564 -4.2336
H 1.8474 -5.5120 6.2880
H 1.4087 -5.9527 4.6238
H -1.9566 -4.0319 -7.5140
H 3.4647 3.3215 6.1665
H -2.8745 3.5755 2.9835
H 3.1037 10.4648 7.2346
H -0.6750 -2.0702 3.9047
H 2.1902 -1.8392 -2.4662
H -0.5912 -2.5821 0.9644
H -5.1342 -3.2480 -6.1191
H 3.0583 8.9595 6.2903
H -1.9420 0.0579 4.4143
H -1.7594 -4.8653 -2.0238
H 3.0518 -2.0051 0.2103
H -3.9984 0.4826 -3.7971
H 4.2594 0.3825 -5.5424
H -1.8492 1.6287 -5.1951
H -0.8876 4.7299 4.4558
H -3.4467 -1.3894 -1.2014
H 2.4727 -1.4662 2.4506
H -2.8861 0.7641 -2.3091
H -2.7394 -4.4362 -5.1648
H -2.2303 -2.7549 -0.8332
H 1.2871 -2.1332 -0.2895
H -3.1393 -2.6858 -3.3068
H 0.5877 -0.4168 4.0013
H 0.6775 -2.7209 2.9689
H 3.8221 9.1609 9.2542
H 4.9736 8.9338 7.9246
H -2.8618 0.8650 3.0121
H -1.3021 -2.6780 -3.1216
H 0.9412 0.3373 0.3610
H -2.0677 2.4843 4.9807
*
```

## Properties
- Kohn-Sham gap (eV) = 8.24
- LUMO energy (eV) = -2.789
- E (hartree) = -2351.04092

Computed, not measured: a gas-phase ion, C3H9N2O (charge +1), with the ωB97M-V functional and the def2-TZVPD basis.

```
! wB97M-V def2-TZVPD RIJCOSX def2/J DEFGRID3
* xyz 1 1
O -1.9211 2.7322 -0.4898
N -1.1376 1.8588 -0.6556
N 0.0197 -0.1175 0.3397
C -0.7810 -0.9204 -0.5563
C -0.7293 1.1113 0.6198
C 1.3942 0.2559 -0.1801
H 1.3481 1.2455 -0.7158
H 0.0478 1.7720 1.1356
H -1.1528 -0.1536 -1.3473
H -1.6586 -1.1752 0.0341
H 1.7742 -0.4720 -1.0557
H 2.2996 0.4213 0.5234
H -0.3962 -1.7509 -1.0502
H 0.1702 -0.5835 1.2398
H -1.5919 1.0607 1.3534
*
```

## Properties
- Kohn-Sham gap (eV) = 9.24
- LUMO energy (eV) = -4.781
- SMILES = C[NH+](C)CN=O
- E (hartree) = -304.05682
- energy relative to the best compared isomer or geometry (same formula, charge and spin) (kJ/mol) = 508.1

Computed, not measured: a single C3HN molecule, with the ωB97M-V functional and the def2-TZVPD basis.

```
! wB97M-V def2-TZVPD RIJCOSX def2/J DEFGRID3
* xyz 0 1
N 0.4171 0.4050 1.2019
C -0.1173 -0.3776 0.4362
C -0.2667 -0.0983 -1.4138
C -0.6297 -1.0318 -0.6039
H 0.5965 1.1026 0.3796
*
```

## Properties
- Kohn-Sham gap (eV) = 10.52
- LUMO energy (eV) = -0.464
- SMILES = N=c1c#c1
- E (hartree) = -169.45800
- energy relative to the best compared isomer or geometry (same formula, charge and spin) (kJ/mol) = 324.7

Computed, not measured: a single C7H8O2 molecule, with the ωB97M-V functional and the def2-TZVPD basis.

```
! wB97M-V def2-TZVPD RIJCOSX def2/J DEFGRID3
* xyz 0 1
O 0.1196 -1.1186 2.2221
O 2.1647 0.4050 0.6352
C 0.3627 1.4184 -0.7023
C -0.6006 -1.0085 1.1671
C 1.4000 0.2530 -0.3348
C -0.9468 1.2732 0.0976
C 0.7364 -1.0354 -1.0250
C -0.3290 -1.6702 -0.2550
C -1.3749 0.3268 0.7616
H -2.3294 0.4080 1.4144
H -1.3632 -1.6613 1.6384
H -1.5660 2.2359 -0.0155
H 0.8427 2.3804 -0.4381
H 2.2613 0.4265 -1.0555
H 1.1823 -1.4708 -1.8498
H 0.1683 1.4353 -1.7833
H -0.7282 -2.5977 -0.4770
*
```

## Properties
- Kohn-Sham gap (spin up / spin down) (eV) = 8.25 / 8.25
- LUMO energy (spin up / spin down) (eV) = -1.078 / -1.046
- E (hartree) = -421.70718
- energy relative to the best compared isomer or geometry (same formula, charge and spin) (kJ/mol) = 803.1